# C49H57BBrN7O2SW

A structure of composition C49H57BBrN7O2SW (ωB97M-V/def2-TZVPD, OMol25).

Computed properties:
net charge = +2
⟨S²⟩ = 2.0265
multiplicity = 3
E = -5499.0027 a.u.
highest occupied orbital energy (alpha / beta) = -12.42 / -12.50 eV
frontier orbital gap (alpha / beta) = 6.193 / 6.164 eV

Geometry as XYZ:
```
119
Properties=species:S:1:pos:R:3:nbo_charge:R:1
W 0.284 -0.426 0.887 1.576
C -2.936 -0.200 1.804 -0.268
N -1.675 -0.958 1.593 -0.611
C -1.740 -2.234 1.968 0.179
C -0.633 -3.060 1.874 -0.028
C -0.373 -4.394 2.225 -0.176
C 0.974 -4.600 1.973 -0.278
C 1.490 -3.389 1.488 0.026
N 0.526 -2.463 1.411 -0.551
C -3.714 0.158 0.566 0.038
C -4.392 -0.836 -0.136 -0.245
C -5.198 -0.511 -1.214 -0.206
C -5.332 0.818 -1.602 -0.208
C -4.653 1.810 -0.914 -0.209
C -3.847 1.479 0.166 -0.206
H -2.712 0.697 2.374 0.220
H -3.580 -0.819 2.431 0.209
H -2.659 -2.625 2.395 0.219
H -1.084 -5.099 2.621 0.244
H 1.536 -5.504 2.130 0.243
H 2.513 -3.171 1.221 0.208
H -4.319 -1.870 0.186 0.209
H -5.753 -1.287 -1.726 0.222
H -5.986 1.081 -2.424 0.220
H -4.761 2.846 -1.208 0.224
H -3.333 2.262 0.712 0.214
C 2.444 3.512 -2.107 -0.637
C 1.585 3.321 -0.891 -0.038
C 1.122 4.372 -0.111 -0.112
C 0.305 4.110 0.975 -0.192
C -0.006 2.800 1.283 0.142
Br -1.157 2.508 2.733 0.184
N 0.445 1.757 0.573 -0.582
C 1.202 2.050 -0.513 0.091
H 2.476 4.558 -2.405 0.239
H 2.062 2.928 -2.945 0.237
H 3.468 3.190 -1.913 0.234
H 1.373 5.395 -0.362 0.241
H -0.098 4.904 1.584 0.248
H 1.497 1.214 -1.133 0.217
C -0.252 -2.956 -2.704 -0.263
C -0.450 -2.113 -1.611 0.098
N 0.561 -1.520 -0.992 -0.504
C 1.820 -1.775 -1.405 0.243
C 2.113 -2.601 -2.491 -0.107
C 1.026 -3.193 -3.155 -0.021
C 3.488 -2.823 -2.841 -0.163
C 4.483 -2.259 -2.125 -0.155
C 4.197 -1.416 -0.995 -0.072
C 5.192 -0.811 -0.208 -0.088
C 4.817 -0.006 0.837 -0.224
C 3.461 0.183 1.113 0.099
N 2.491 -0.396 0.408 -0.497
C 2.868 -1.176 -0.644 0.152
H -1.104 -3.422 -3.177 0.246
H -1.440 -1.910 -1.219 0.237
H 1.202 -3.845 -4.001 0.234
H 3.711 -3.459 -3.688 0.244
H 5.518 -2.432 -2.387 0.243
H 6.237 -0.979 -0.434 0.247
H 5.550 0.485 1.462 0.255
H 3.157 0.838 1.916 0.244
C 3.783 -0.752 9.128 -0.596
C 4.502 -1.121 7.823 -0.083
C 4.609 -2.644 7.742 -0.608
C 5.922 -0.540 7.837 -0.596
C 3.721 -0.536 6.646 0.031
C 3.592 0.858 6.538 -0.196
C 2.884 1.479 5.517 -0.237
C 2.305 0.645 4.587 0.184
O 1.553 0.964 3.465 -0.688
B 1.205 -0.257 2.887 0.718
O 1.739 -1.304 3.618 -0.675
C 2.418 -0.723 4.675 0.274
C 3.114 -1.348 5.687 -0.266
H 4.322 -1.167 9.980 0.220
H 2.768 -1.151 9.139 0.213
H 3.725 0.328 9.263 0.209
H 5.196 -3.009 8.584 0.227
H 5.109 -2.967 6.826 0.207
H 3.630 -3.124 7.795 0.210
H 6.493 -0.979 8.656 0.221
H 5.921 0.541 7.980 0.208
H 6.444 -0.759 6.905 0.209
H 4.054 1.486 7.287 0.226
H 2.788 2.554 5.462 0.235
H 3.170 -2.425 5.726 0.239
C -1.111 -0.750 -6.609 -0.610
C -2.582 -1.070 -6.869 -0.402
C -3.347 -1.625 -5.667 -0.399
C -3.737 -0.610 -4.601 -0.221
N -2.571 -0.160 -3.831 -0.594
C -2.327 1.013 -3.230 0.393
S -1.279 1.105 -1.875 -0.388
N -2.834 2.153 -3.705 -0.589
C -3.269 2.471 -5.067 -0.228
C -4.755 2.800 -5.198 -0.414
C -5.143 4.218 -4.778 -0.400
C -5.244 4.434 -3.270 -0.602
H -0.623 -0.412 -7.523 0.226
H -0.582 -1.644 -6.268 0.194
H -0.980 0.024 -5.854 0.200
H -2.640 -1.803 -7.674 0.222
H -3.097 -0.179 -7.241 0.198
H -2.767 -2.431 -5.200 0.185
H -4.274 -2.086 -6.013 0.231
H -4.448 -1.056 -3.904 0.206
H -4.234 0.240 -5.056 0.215
H -2.051 -0.916 -3.412 0.398
H -2.676 2.937 -3.092 0.418
H -2.994 1.640 -5.713 0.214
H -2.668 3.322 -5.398 0.215
H -5.334 2.074 -4.619 0.200
H -5.028 2.658 -6.247 0.227
H -6.111 4.452 -5.223 0.223
H -4.433 4.928 -5.211 0.202
H -6.031 3.810 -2.842 0.206
H -5.489 5.472 -3.047 0.230
H -4.315 4.204 -2.744 0.174
```

# C49H57BaCl2N6O3Si

A structure of composition C49H57BaCl2N6O3Si (ωB97M-V/def2-TZVPD, OMol25).

Computed properties:
net charge = -1
energy above the lowest of the compared OMol25 structures with the same formula, charge and spin = 33.34 kcal per mole
multiplicity = 1
E = -3691.1338 a.u.
highest occupied orbital energy = -3.34 eV
frontier orbital gap = 5.140 eV

Geometry as XYZ:
```
119
Properties=species:S:1:pos:R:3:lowdin_charge:R:1
Ba 1.685 -12.670 22.249 1.929
C 3.135 -16.195 22.736 -0.180
C 1.679 -16.224 23.214 -0.227
N 1.252 -15.156 24.153 -0.085
C 2.111 -15.082 25.390 -0.214
C 2.862 -13.808 25.727 -0.241
N 3.616 -13.144 24.663 -0.094
C 4.783 -13.966 24.263 -0.217
C 4.796 -14.267 22.757 -0.258
N 3.586 -14.852 22.203 -0.154
H 3.853 -16.550 23.495 0.107
H 3.162 -16.897 21.904 0.098
H 1.044 -16.159 22.350 0.101
H 1.510 -17.243 23.657 0.125
H 0.326 -15.437 24.531 0.120
H 1.527 -15.293 26.280 0.107
H 2.810 -15.946 25.407 0.106
H 2.147 -13.108 26.188 0.110
H 3.580 -14.094 26.576 0.132
H 3.949 -12.256 25.042 0.116
H 5.722 -13.418 24.495 0.123
H 4.868 -14.920 24.794 0.100
H 5.027 -13.335 22.168 0.103
H 5.731 -14.941 22.606 0.135
H 3.742 -14.935 21.209 0.063
Cl -1.860 -14.983 18.951 0.706
C -2.016 -13.370 19.432 -0.648
C -3.178 -12.647 19.120 -0.126
C -3.336 -11.348 19.534 -0.683
Cl -4.763 -10.465 19.387 0.702
C -2.217 -10.626 20.091 -0.184
C -2.169 -9.235 20.227 -0.051
C -0.997 -8.621 20.624 -0.054
C 0.096 -9.429 20.921 -0.129
N 0.081 -10.775 20.883 0.010
C -1.039 -11.392 20.449 -0.154
C -0.975 -12.856 20.226 -0.442
O -0.096 -13.614 20.776 -0.364
H -4.050 -13.136 18.732 0.096
H -3.061 -8.642 20.127 0.077
H -0.923 -7.536 20.651 0.103
H 1.049 -9.025 21.296 0.113
C 4.043 -12.260 19.512 -0.281
Si 4.169 -12.525 17.738 0.570
C 4.578 -14.242 16.858 -0.237
N 4.098 -15.421 17.511 -0.231
C 2.649 -15.734 17.430 -0.149
C 2.322 -16.600 18.658 -0.185
C 3.052 -17.972 18.672 -0.185
C 4.504 -17.823 18.084 -0.180
C 5.045 -16.383 18.075 -0.204
C 5.476 -11.380 16.933 -0.252
C 5.060 -10.328 16.160 -0.104
C 5.984 -9.513 15.470 -0.093
C 7.342 -9.629 15.750 -0.140
C 7.787 -10.635 16.575 -0.125
C 6.855 -11.516 17.148 -0.109
C 2.526 -12.024 16.873 -0.248
C 2.328 -12.152 15.461 -0.123
C 1.277 -11.576 14.802 -0.105
C 0.306 -10.880 15.566 -0.110
C 0.376 -10.844 16.944 -0.086
C 1.525 -11.362 17.583 -0.091
H 3.303 -11.497 19.838 -0.097
H 4.958 -12.167 20.108 -0.079
H 5.650 -14.295 16.746 0.057
H 4.152 -14.124 15.835 0.064
H 2.437 -16.368 16.543 0.115
H 2.080 -14.813 17.350 0.108
H 1.203 -16.721 18.760 0.116
H 2.623 -16.138 19.601 0.079
H 2.490 -18.676 18.024 0.097
H 3.130 -18.428 19.699 0.099
H 4.586 -18.205 17.065 0.100
H 5.245 -18.385 18.630 0.087
H 6.002 -16.422 17.570 0.101
H 5.276 -16.022 19.100 0.108
H 4.013 -10.086 15.982 0.095
H 5.607 -8.731 14.822 0.090
H 8.021 -8.945 15.221 0.094
H 8.862 -10.784 16.847 0.103
H 7.217 -12.263 17.894 0.107
H 3.095 -12.732 14.905 0.095
H 1.165 -11.459 13.732 0.090
H -0.565 -10.424 15.099 0.090
H -0.466 -10.490 17.567 0.102
H 1.694 -11.060 18.629 0.075
C -5.156 -10.366 29.014 -0.060
C -3.941 -11.139 28.583 -0.242
C -3.675 -12.384 29.128 -0.083
C -2.420 -12.936 29.071 -0.084
C -1.502 -12.360 28.155 -0.012
C -1.842 -11.253 27.371 -0.238
N -0.974 -10.835 26.358 0.072
C -0.063 -9.780 26.412 -0.182
C -0.059 -8.904 27.495 -0.035
C 1.002 -8.047 27.721 -0.104
C 2.045 -7.920 26.815 -0.109
C 1.978 -8.645 25.634 -0.023
C 0.942 -9.565 25.437 -0.086
C 1.069 -10.536 24.330 -0.609
O 1.960 -10.363 23.457 -0.223
O 0.327 -11.633 24.323 -0.245
C -3.093 -10.648 27.554 -0.166
C -3.561 -9.498 26.689 -0.039
H -5.878 -11.039 29.520 0.076
H -5.720 -9.938 28.166 0.073
H -4.902 -9.599 29.778 0.095
H -4.467 -12.821 29.746 0.108
H -2.066 -13.718 29.749 0.100
H -0.513 -12.816 27.979 0.111
H -0.715 -11.471 25.543 0.112
H -0.847 -8.961 28.269 0.117
H 1.054 -7.506 28.669 0.101
H 2.818 -7.166 26.899 0.092
H 2.691 -8.623 24.804 0.118
H -2.765 -9.287 25.938 0.084
H -3.735 -8.574 27.290 0.089
H -4.549 -9.737 26.238 0.086
```

# C49H58BBiCl2GeIN8O4S3

A structure of composition C49H58BBiCl2GeIN8O4S3 (ωB97M-V/def2-TZVPD, OMol25).

Computed properties:
net charge = +1
energy above the lowest of the compared OMol25 structures with the same formula, charge and spin = 147.24 kcal per mole
multiplicity = 1
E = -7369.8642 a.u.
highest occupied orbital energy = -9.36 eV
frontier orbital gap = 6.168 eV

Geometry as XYZ:
```
128
Properties=species:S:1:pos:R:3:lowdin_charge:R:1
Bi 1.404 0.051 1.720 1.495
C 3.976 2.177 -1.771 -0.015
C 3.449 3.341 -0.934 -0.509
C 4.283 3.475 0.331 -0.072
C 3.534 4.657 -1.714 -0.025
N 1.976 3.098 -0.677 0.028
C 1.116 3.123 -1.760 -0.049
C -0.139 3.029 -1.292 -0.093
N -0.083 2.923 0.081 0.035
B -1.346 3.383 0.875 -0.576
N -2.675 2.530 0.614 0.042
C -3.784 3.089 1.206 -0.032
C -4.849 2.312 0.934 -0.006
N -4.404 1.261 0.158 0.022
C -3.070 1.417 -0.019 -0.542
S -1.812 0.337 -0.608 0.794
C -5.325 0.296 -0.520 -0.514
C -5.418 0.743 -1.981 -0.041
C -4.845 -1.133 -0.264 -0.040
C -6.731 0.405 0.076 -0.043
N -1.150 3.496 2.380 -0.019
C -0.957 4.702 3.016 -0.053
C -0.750 4.450 4.321 -0.031
N -0.825 3.080 4.499 0.018
C -1.056 2.508 3.293 -0.711
S -1.216 0.844 2.906 0.515
C -0.586 2.391 5.808 -0.537
C 0.684 1.548 5.703 -0.049
C -1.807 1.550 6.182 -0.036
C -0.385 3.456 6.880 -0.050
C 1.228 3.003 0.452 -0.630
S 1.790 2.840 2.084 0.658
H 4.996 2.404 -2.081 0.107
H 3.386 2.026 -2.677 0.068
H 3.995 1.257 -1.189 0.059
H 5.305 3.670 0.002 0.101
H 4.278 2.572 0.929 0.019
H 3.958 4.308 0.949 0.076
H 4.578 4.955 -1.784 0.095
H 2.987 5.448 -1.202 0.099
H 3.151 4.568 -2.729 0.079
H 1.474 3.204 -2.768 0.122
H -1.074 3.035 -1.820 0.128
H -1.621 4.491 0.491 0.132
H -3.713 3.993 1.781 0.134
H -5.875 2.427 1.216 0.121
H -4.448 0.944 -2.428 0.041
H -5.996 1.666 -2.027 0.095
H -5.929 -0.011 -2.580 0.097
H -3.785 -1.278 -0.453 -0.015
H -5.409 -1.830 -0.882 0.105
H -5.016 -1.384 0.783 0.104
H -7.167 1.392 -0.063 0.084
H -6.756 0.138 1.132 0.098
H -7.361 -0.304 -0.460 0.102
H -0.970 5.632 2.479 0.128
H -0.570 5.128 5.132 0.116
H 0.546 0.726 5.005 0.025
H 0.920 1.133 6.683 0.098
H 1.527 2.159 5.375 0.085
H -1.963 0.729 5.489 0.038
H -2.704 2.169 6.202 0.095
H -1.656 1.140 7.181 0.093
H 0.519 4.043 6.712 0.093
H -0.275 2.950 7.837 0.096
H -1.242 4.125 6.956 0.092
C 4.678 -4.039 1.872 -0.016
C 4.345 -3.507 0.511 -0.259
N 5.066 -3.918 -0.499 0.130
C 4.846 -3.436 -1.737 -0.083
C 3.861 -2.527 -2.011 -0.141
C 3.618 -1.946 -3.377 -0.215
O 4.273 -2.616 -4.430 -0.043
C 3.022 -2.132 -0.954 -0.104
C 2.091 -1.031 -1.014 -0.121
N 0.923 -1.040 -0.442 -0.083
C 0.163 -2.259 -0.368 -0.329
C 0.051 -2.941 -1.524 0.017
C -1.044 -3.852 -1.969 -0.175
C -2.610 -3.628 -0.528 -0.200
C -1.977 -3.013 0.677 -0.162
C -0.743 -2.518 0.775 -0.586
I -0.069 -2.499 2.792 1.064
C 3.258 -2.579 0.367 -0.313
O 2.604 -2.156 1.404 -0.344
H 5.758 -4.057 2.001 0.084
H 4.318 -5.064 1.979 0.085
H 4.213 -3.441 2.653 0.061
H 5.513 -3.790 -2.513 0.115
H 3.987 -0.915 -3.409 0.134
H 2.536 -1.894 -3.562 0.098
H 4.054 -3.553 -4.376 0.093
H 2.447 -0.062 -1.362 0.113
H 0.692 -2.610 -2.331 0.112
H -0.801 -4.310 -2.927 0.154
H -3.643 -3.899 -0.318 0.148
H -2.523 -3.201 1.593 0.093
Ge -2.250 -1.078 -2.372 0.877
C -0.809 -0.788 -3.635 -0.329
C 0.107 0.254 -3.542 -0.121
C 1.096 0.408 -4.504 -0.081
C 1.184 -0.480 -5.564 -0.074
C 0.276 -1.525 -5.665 -0.063
C -0.717 -1.677 -4.708 -0.104
C -2.393 -3.019 -1.947 -0.379
C -3.424 -3.553 -2.917 -0.112
C -3.760 -4.828 -3.131 -0.071
C -3.230 -6.014 -2.466 -0.077
C -2.315 -6.015 -1.498 -0.030
C -1.652 -4.809 -0.921 -0.173
H -3.589 -0.697 -2.985 -0.006
H 0.055 0.943 -2.712 0.044
H 1.810 1.218 -4.422 0.095
H 1.965 -0.369 -6.303 0.116
H 0.341 -2.221 -6.490 0.112
H -1.420 -2.497 -4.808 0.103
H -3.959 -2.820 -3.512 0.078
H -4.519 -5.012 -3.881 0.107
H -3.632 -6.964 -2.792 0.105
H -2.012 -6.967 -1.081 0.113
H -0.970 -5.101 -0.126 0.149
Cl 5.673 1.339 3.316 0.672
C 4.800 -0.106 2.821 -0.908
Cl 3.307 -0.253 3.845 0.590
C 4.539 -0.038 1.298 -0.757
O 5.458 -0.390 0.602 0.119
O 3.422 0.470 0.895 -0.343
H 5.396 -0.982 3.058 0.075
```

- Look up the net charge of the third one.
  +1

- multiplicity of number 3 (C49H58BBiCl2GeIN8O4S3)?
  1

- Number 2 is which compound?
  C49H57BaCl2N6O3Si

- Look up the E of the first one.
  -5499.0027 a.u.